(1)
Formula: C24H16AuN5O8S2
Source: the Open Molecules 2025 dataset
Level of theory: ωB97M-V/def2-TZVPD

Calculated values
**E**: -74341.389 eV
**Gap between HOMO and LUMO**: 6.29 eV
**LUMO energy**: 4.123 eV
**Energy relative to the best compared isomer or geometry (same formula, charge and spin)**: 93.61 kJ/mol
**Total charge**: -2
**HOMO level**: -2.162 eV

Last column: Mulliken charge in e.
Element x y z (Å)
1 Au -0.245 0.621 0.157  0.515
2 S 4.490 -1.196 1.719  -0.337
3 S 1.808 -3.637 -0.297  1.356
4 O 2.746 0.840 -1.472  -0.520
5 O -7.836 0.260 -0.775  -0.675
6 O -2.359 2.008 1.351  -0.464
7 O -1.841 -0.757 0.584  -0.938
8 O -7.728 -1.880 -0.993  -0.669
9 O 2.391 -4.815 -0.906  -0.796
10 O 0.691 -3.854 0.600  -0.736
11 O 0.388 3.886 1.000  -0.677
12 N -7.212 -0.796 -0.735  0.981
13 N -0.364 -0.399 -4.818  -0.710
14 N 2.999 -2.830 0.341  -0.700
15 N 1.964 -0.830 1.317  -0.116
16 N 1.208 2.086 -0.238  0.014
17 C 0.148 -1.185 -3.760  1.177
18 C -5.822 -0.769 -0.372  -0.281
19 C 3.434 2.817 -0.295  0.687
20 C 1.517 -1.413 -3.654  -0.673
21 C -3.072 -0.700 0.325  0.293
22 C 2.430 0.176 2.129  -0.701
23 C 1.168 -2.681 -1.648  -0.162
24 C 1.286 3.272 0.463  0.039
25 C 4.703 4.982 0.808  -0.372
26 C -3.390 1.806 0.756  -0.457
27 C -0.709 -1.744 -2.819  -0.500
28 C 2.459 1.759 -0.741  -0.191
29 C -5.078 -1.963 -0.331  -0.450
30 C 5.424 4.042 0.070  -0.481
31 C 2.026 -2.147 -2.600  -0.513
32 C -3.887 0.494 0.320  0.805
33 C 4.792 2.940 -0.500  -0.334
34 C 2.923 -1.683 1.024  0.509
35 C 3.737 0.165 2.465  -0.395
36 C 3.329 4.843 0.997  -0.474
37 C -3.760 -1.929 0.006  -0.313
38 C -5.219 0.433 -0.050  -0.411
39 C -0.197 -2.488 -1.766  -0.506
40 C 2.722 3.740 0.433  0.173
41 H 5.335 2.192 -1.063  0.462
42 H -0.843 -2.891 -1.001  0.372
43 H 4.271 0.875 3.074  0.450
44 H -5.810 1.340 -0.070  0.411
45 H -1.777 -1.561 -2.884  0.279
46 H 3.094 -2.279 -2.485  0.396
47 H 2.190 -0.956 -4.371  0.280
48 H -5.570 -2.894 -0.576  0.456
49 H 2.754 5.560 1.569  0.477
50 H 6.493 4.171 -0.052  0.372
51 H -3.164 -2.832 0.038  0.435
52 H -4.066 2.654 0.501  0.257
53 H 1.726 0.932 2.452  0.517
54 H 5.223 5.827 1.243  0.364
55 H -1.238 0.041 -4.567  0.238
56 H 0.294 0.310 -5.108  0.238



(2)
Formula: C24H16BrCl5N4O2PdS
Source: the Open Molecules 2025 dataset
Level of theory: ωB97M-V/def2-TZVPD

Calculated values
**E**: -182156.809 eV
**Gap between HOMO and LUMO**: 4.72 eV
**LUMO energy**: -8.616 eV
**Energy relative to the best compared isomer or geometry (same formula, charge and spin)**: 143.99 kJ/mol
**Total charge**: +2
**HOMO level**: -13.338 eV

Last column: Mulliken charge in e.
Element x y z (Å)
1 Pd 0.233 -0.079 0.105  0.303
2 Br 0.820 -0.124 2.677  -0.013
3 Cl -1.576 -5.111 2.069  -0.150
4 Cl -1.682 -2.092 2.066  -0.112
5 Cl 1.914 -5.116 -1.993  -0.145
6 Cl 0.178 -6.657 0.046  -0.122
7 Cl 1.986 -2.105 -2.035  -0.132
8 S -6.811 -0.449 -1.655  -0.313
9 O 0.341 1.560 -3.480  -0.539
10 O 0.222 0.152 -1.809  -0.400
11 N 0.292 2.123 0.000  0.581
12 N -6.746 0.176 0.892  -0.288
13 N -1.795 0.087 -0.083  0.520
14 N 2.300 0.042 0.454  0.346
15 C 0.314 2.513 -1.280  0.539
16 C 5.828 0.115 -0.793  -1.414
17 C -0.611 -4.252 0.950  0.168
18 C 0.962 -4.252 -0.869  0.164
19 C 0.282 3.047 0.963  -0.445
20 C 0.317 4.803 -0.660  -0.389
21 C 0.291 4.399 0.667  -0.866
22 C 4.664 0.065 0.150  0.011
23 C 0.302 1.405 -2.300  0.414
24 C 3.715 -0.071 2.375  -0.881
25 C -0.620 -2.852 0.936  0.808
26 C 0.186 -2.137 0.047  -0.439
27 C 3.366 0.098 -0.350  -0.424
28 C -3.804 -0.497 -1.206  -0.815
29 C 0.330 3.840 -1.659  -0.953
30 C -4.576 -0.037 -0.142  1.278
31 C 2.490 -0.034 1.766  0.437
32 C -6.077 -0.094 -0.238  0.213
33 C 4.820 -0.026 1.529  -0.352
34 C 0.178 -4.954 0.044  0.141
35 C -2.518 0.513 0.961  -0.887
36 C 0.973 -2.851 -0.863  0.593
37 C -3.894 0.482 0.959  -0.853
38 C -2.432 -0.427 -1.153  -0.675
39 H -4.291 -0.903 -2.081  0.425
40 H -6.312 0.354 1.779  0.138
41 H 6.772 0.123 -0.253  0.384
42 H -4.399 0.883 1.825  0.321
43 H -7.754 0.160 0.861  0.223
44 H 5.814 -0.058 1.957  0.428
45 H 5.783 1.006 -1.419  0.370
46 H -1.819 -0.764 -1.975  0.594
47 H 3.812 -0.140 3.449  0.511
48 H 5.819 -0.753 -1.454  0.340
49 H 3.170 0.193 -1.407  0.873
50 H 0.326 5.855 -0.913  0.468
51 H -1.977 0.935 1.797  0.450
52 H 0.350 4.085 -2.712  0.587
53 H 0.278 5.122 1.470  0.458
54 H 0.270 2.700 1.987  0.522



(3)
Formula: C24H16BrClF3N4O4ReS2
Source: the Open Molecules 2025 dataset
Level of theory: ωB97M-V/def2-TZVPD

Calculated values
**Expectation value of S²**: 3.773
**E**: -153812.591 eV
**Gap between HOMO and LUMO (spin up / spin down)**: 8.44 / 6.81 eV
**Multiplicity**: 4
**LUMO energy (spin up / spin down)**: -3.372 / -5.011 eV
**Energy relative to the best compared isomer or geometry (same formula, charge and spin)**: 28.21 kJ/mol
**Total charge**: +1
**HOMO level (spin up / spin down)**: -11.810 / -11.816 eV

Last column: Löwdin spin population.
Element x y z (Å)
1 Re 0.823 -1.303 0.577  2.572
2 Br -6.626 -2.461 0.121  0.000
3 Cl 2.594 -5.412 -0.629  0.003
4 S -0.037 5.073 -0.894  0.014
5 S 2.113 -1.081 2.649  0.039
6 F 4.915 -2.333 3.974  0.000
7 F 6.680 -1.413 3.113  0.000
8 F 4.969 -0.191 3.649  -0.001
9 O -1.028 -4.176 -0.041  0.024
10 O -1.258 -1.312 0.710  0.051
11 O -0.373 -1.470 -1.273  0.018
12 O 0.997 -3.341 0.498  0.090
13 N 2.903 -1.471 0.288  0.010
14 N -4.208 6.242 0.462  0.000
15 N -4.049 -2.200 -3.058  0.000
16 N 0.696 0.776 0.341  0.012
17 C 5.341 -1.378 3.139  -0.001
18 C 0.183 3.435 -0.356  0.016
19 C 4.773 -1.559 1.754  0.005
20 C -0.316 1.466 0.905  0.019
21 C -1.678 5.480 -0.312  0.001
22 C -5.060 -2.241 -0.907  0.000
23 C 3.674 -1.807 -0.753  0.013
24 C -1.911 5.875 0.996  0.000
25 C -2.735 -1.825 -1.117  0.000
26 C 0.845 -5.572 -0.366  -0.002
27 C -1.410 -1.568 -0.540  0.022
28 C 3.412 -1.380 1.535  0.035
29 C -2.879 -1.950 -2.496  0.003
30 C 1.268 2.733 -0.903  -0.002
31 C 0.179 -4.260 0.053  0.010
32 C -3.973 5.875 -0.790  0.000
33 C -5.121 -2.349 -2.294  0.003
34 C -3.850 -1.972 -0.301  0.003
35 C 1.479 1.430 -0.543  0.017
36 C -2.714 5.481 -1.232  0.000
37 C -0.611 2.767 0.578  0.000
38 C -3.208 6.247 1.332  0.000
39 C 5.576 -1.898 0.678  0.018
40 C 5.022 -2.033 -0.592  0.002
41 H 5.630 -2.312 -1.439  0.000
42 H 6.634 -2.058 0.839  0.001
43 H 1.921 3.217 -1.616  0.000
44 H 0.682 -6.333 0.392  0.000
45 H -1.115 5.912 1.728  0.000
46 H -4.813 5.899 -1.473  0.000
47 H -2.549 5.195 -2.261  0.000
48 H -3.444 6.572 2.339  0.000
49 H 3.184 -1.891 -1.715  0.001
50 H -6.060 -2.557 -2.794  0.000
51 H -0.906 0.944 1.645  0.002
52 H -3.761 -1.895 0.774  0.000
53 H -1.452 3.251 1.053  0.000
54 H 0.385 -5.891 -1.296  0.000
55 H 2.296 0.868 -0.977  0.002
56 H -2.025 -1.844 -3.153  0.000



(4)
Formula: C24H16F10N3O3Os
Source: the Open Molecules 2025 dataset
Level of theory: ωB97M-V/def2-TZVPD

Calculated values
**Expectation value of S²**: 6.023
**E**: -65390.924 eV
**Gap between HOMO and LUMO (spin up / spin down)**: 8.64 / 5.78 eV
**Multiplicity**: 5
**LUMO energy (spin up / spin down)**: -2.727 / -5.748 eV
**Energy relative to the best compared isomer or geometry (same formula, charge and spin)**: 17.82 kJ/mol
**Total charge**: +1
**HOMO level (spin up / spin down)**: -11.366 / -11.525 eV

Last column: Löwdin spin population.
Element x y z (Å)
1 Os 0.249 -0.130 0.395  2.710
2 F 5.607 0.133 -0.608  -0.004
3 F 1.454 2.469 1.070  0.031
4 F -2.978 3.276 -0.477  0.007
5 F 6.882 -2.197 0.079  0.011
6 F 2.911 -3.878 1.941  0.008
7 F 3.145 0.555 -0.020  0.026
8 F 5.561 -4.078 1.499  -0.004
9 F -2.253 5.863 -0.917  -0.003
10 F 0.282 6.653 -0.593  0.010
11 F 2.191 4.838 0.180  -0.004
12 O 0.803 0.472 -1.327  0.238
13 O 0.377 1.752 -3.094  0.042
14 O -0.484 -2.081 -1.503  0.053
15 N -0.984 -0.757 1.970  0.028
16 N 1.365 -1.583 1.102  0.255
17 N -1.107 1.331 0.537  0.247
18 C -3.162 -0.304 -4.126  0.001
19 C 4.912 -0.891 -0.060  -0.006
20 C 5.581 -2.044 0.318  0.032
21 C -3.402 -1.572 -3.620  0.001
22 C -0.778 2.671 0.184  0.021
23 C -2.425 1.043 1.122  0.020
24 C -2.537 -2.134 -2.714  0.001
25 C 2.768 -1.723 0.860  0.021
26 C 0.544 3.153 0.305  0.029
27 C 4.867 -3.007 1.031  -0.006
28 C 0.700 -2.624 1.900  0.023
29 C 3.503 -2.848 1.251  0.030
30 C -2.044 0.424 -3.739  0.002
31 C 0.930 4.426 -0.037  -0.006
32 C -1.117 -0.097 -2.775  0.006
33 C 3.569 -0.727 0.255  0.033
34 C -2.419 -0.393 1.714  0.007
35 C -0.517 -0.114 3.262  0.017
36 C -0.031 5.375 -0.397  0.029
37 C -1.331 4.947 -0.576  -0.004
38 C -1.670 3.620 -0.320  0.029
39 C -1.391 -1.414 -2.315  0.004
40 C -0.775 -2.236 2.171  0.012
41 C 0.086 0.795 -2.371  0.020
42 H -2.695 1.801 1.883  0.003
43 H 0.714 -3.599 1.369  0.009
44 H -1.869 1.417 -4.178  0.000
45 H -1.175 -0.413 4.082  0.003
46 H -0.527 0.976 3.176  0.001
47 H -4.276 -2.124 -3.981  0.000
48 H -0.607 -3.062 -1.577  0.001
49 H -2.795 -1.104 0.962  0.001
50 H -2.738 -3.119 -2.279  0.000
51 H 0.499 -0.436 3.450  0.001
52 H -3.889 0.084 -4.854  0.000
53 H -1.069 -2.549 3.166  0.001
54 H -3.045 -0.461 2.590  0.000
55 H -1.409 -2.726 1.416  0.001
56 H -3.238 1.134 0.369  0.010
57 H 1.239 -2.786 2.848  0.004